A structure of composition C4H20AlB3O2S at a distorted geometry. Source: the Open Molecules 2025 dataset; level of theory: ωB97M-V/def2-TZVPD.

Computed properties:
Max |F|   6.488 eV Å⁻¹
HOMO energy   -9.9 eV
Total charge   0
ΔE to the lowest compared entry with this formula, charge and spin   109.63 kcal/mol
E_LUMO   -6.0 eV

Last column: Löwdin charge in e.
CARTESIAN COORDINATES (ANGSTROEM)
H -35.330 -16.114 3.301  -0.050
C -37.402 -19.879 5.166  -0.240
C -36.789 -17.566 4.981  -0.227
C -35.893 -20.131 5.054  -0.189
H -35.713 -20.581 4.078  0.102
B -35.697 -15.110 3.153  -0.312
H -35.119 -15.530 0.289  -0.047
O -34.798 -18.319 6.595  -0.301
H -35.293 -13.795 -0.281  0.022
H -37.056 -17.476 3.928  0.106
H -34.989 -14.600 2.519  -0.068
H -35.798 -14.557 4.074  -0.016
O -34.233 -18.192 4.162  -0.428
B -34.640 -14.619 -0.037  -0.259
S -35.233 -18.427 5.211  0.708
H -35.370 -20.662 5.848  0.103
H -37.753 -19.903 4.134  0.112
H -36.683 -15.139 2.716  0.000
H -30.449 -16.204 2.048  -0.099
H -36.776 -16.550 5.375  0.109
B -30.159 -16.595 3.011  -0.331
H -33.815 -14.790 -0.710  -0.024
C -37.761 -18.514 5.745  -0.204
H -37.984 -20.649 5.671  0.117
H -34.147 -14.202 0.828  -0.002
H -31.071 -16.723 3.572  -0.092
Al -33.112 -16.582 1.939  1.335
H -37.639 -18.473 6.827  0.117
H -29.492 -15.927 3.533  -0.024
H -38.818 -18.325 5.553  0.118
H -29.803 -17.601 2.850  -0.035